Formula: C25H39Br10FN2O2
Source: OMol25
Level of theory: ωB97M-V/def2-TZVPD

Geometry as ORCA input:
```
! wB97M-V def2-TZVPD RIJCOSX def2/J DEFGRID3
* xyz 0 1
C -4.26723 -0.16786 3.86357
C -2.95911 -0.93572 3.73042
N -2.97754 -1.79570 2.53629
C -2.04478 -1.45971 1.51477
C -1.61310 -0.16163 1.23604
C -0.70711 0.11261 0.20893
C -0.26437 1.54934 -0.00014
C -1.45932 2.47499 -0.34569
C -1.43438 3.09017 -1.76462
C -2.89039 3.38524 -2.15218
C -0.84480 2.13091 -2.80758
C -0.23850 -0.92942 -0.58615
F 0.61552 -0.70105 -1.59381
C -0.66644 -2.22130 -0.33600
C -1.54478 -2.47824 0.69709
C -1.81138 -3.95962 0.73702
O -2.33751 -4.61526 1.56750
N -1.21702 -4.49194 -0.46241
C -0.35226 -3.50904 -1.03793
O 0.42721 -3.72214 -1.91008
H -4.29505 0.53127 4.69293
H -5.05316 -0.90036 4.06206
H -4.55196 0.32094 2.93172
H -2.07952 -0.30089 3.77611
H -2.89537 -1.60467 4.58990
H -3.90324 -1.80918 2.12777
H -1.98035 0.66090 1.83222
H 0.13853 1.86107 0.96489
H 0.56046 1.62224 -0.70716
H -2.39434 1.92322 -0.25973
H -1.51775 3.25736 0.40925
H -0.86780 4.01671 -1.69550
H -3.32021 4.15434 -1.51206
H -3.48117 2.48428 -1.98580
H -2.98041 3.64159 -3.20425
H -1.27762 2.35872 -3.77788
H 0.23260 2.26013 -2.86562
H -1.05655 1.09057 -2.57422
H -1.94527 -4.63078 -1.16227
Br 2.85456 1.72916 -1.52903
C 4.21841 0.77482 -0.52112
C 3.94179 0.81279 0.95692
Br 4.38028 2.54954 1.71744
H 5.17202 1.21614 -0.78439
H 4.18263 -0.25001 -0.88527
H 4.57707 0.09917 1.47692
H 2.90280 0.61644 1.20276
Br -5.59615 2.67490 1.99168
C -7.14052 3.11525 3.09501
C -6.77780 3.99803 4.25926
Br -5.89677 3.01724 5.68693
H -7.58668 2.17409 3.39885
H -7.82084 3.64125 2.42911
H -7.67730 4.40987 4.71109
H -6.11067 4.80574 3.97731
Br 7.22916 -2.49627 -2.52739
C 5.95104 -1.72891 -3.77708
C 6.51606 -0.52780 -4.48674
Br 6.55634 1.03416 -3.32902
H 5.05735 -1.49486 -3.20798
H 5.72969 -2.52131 -4.48828
H 5.87962 -0.25174 -5.32455
H 7.53068 -0.68305 -4.83780
Br 8.79307 2.18176 0.86317
C 8.01937 2.55235 2.61006
C 8.99182 3.27009 3.50619
Br 10.35186 2.06845 4.20827
H 7.68957 1.60207 3.01622
H 7.15388 3.17765 2.40793
H 8.47906 3.66523 4.38033
H 9.51447 4.07301 2.99730
Br -3.82115 -4.46296 -3.21803
C -2.71128 -5.99897 -3.68481
C -3.48337 -7.01910 -4.47625
Br -4.68822 -8.04563 -3.34715
H -2.31737 -6.39923 -2.75586
H -1.89519 -5.59275 -4.27820
H -2.80480 -7.74744 -4.91411
H -4.08899 -6.57131 -5.25710
*
```

Its HOMO-LUMO gap is 8.487 eV. As for the lowest unoccupied orbital energy: -0.0070 hartree.

These are the Löwdin partial charges, in e, on atoms 1 to 6: -0.1165 -0.2558 0.0170 -0.1748 0.0475 -0.1236



Formula: C33H31BN21ORe
Source: OMol25
Level of theory: ωB97M-V/def2-TZVPD

Geometry as ORCA input:
```
! wB97M-V def2-TZVPD RIJCOSX def2/J DEFGRID3
* xyz 0 1
Re -1.54852 0.34375 -0.84909
C -0.42591 -1.06840 -4.89391
C -0.27776 -0.20476 -3.81334
N -1.19990 -0.46996 -2.89164
N -1.96256 -1.47934 -3.35896
C -1.51153 -1.85777 -4.56354
B -3.12774 -2.06564 -2.50314
N -4.07333 -0.89327 -2.12090
C -5.39997 -0.73959 -2.25232
C -5.74296 0.52477 -1.81745
C -4.54063 1.10048 -1.41735
N -3.54572 0.23631 -1.59895
N -2.50899 -2.59966 -1.19665
C -2.51074 -3.79648 -0.59212
C -1.72526 -3.72131 0.54155
C -1.23938 -2.41924 0.56179
N -1.71895 -1.74590 -0.48601
N -3.87733 -3.07853 -3.34156
C -4.58583 -2.79861 -4.46869
C -4.91912 -3.98578 -5.06453
C -4.35379 -4.96261 -4.22172
N -3.72267 -4.41657 -3.20047
H 0.16718 -1.11001 -5.78945
H 0.44427 0.58055 -3.65400
H -1.98405 -2.66379 -5.09930
H -6.00915 -1.53210 -2.65065
H -6.72269 0.96657 -1.79651
H -4.33106 2.08486 -1.03648
H -3.04729 -4.61487 -1.03566
H -1.51370 -4.51015 1.24070
H -0.57382 -1.92809 1.25839
H -4.78015 -1.78207 -4.77031
H -5.48591 -4.12904 -5.96760
H -4.38273 -6.03612 -4.31876
N 1.19993 2.36349 -1.68422
C 1.43594 1.22621 -0.95306
N 2.62256 0.88242 -0.51484
N 2.42246 -0.31321 0.08808
N 1.19765 -0.66626 0.02557
N 0.51032 0.30350 -0.63745
C -0.05614 2.84354 -1.96271
N -0.29574 4.02240 -2.48836
N -1.64417 4.06994 -2.60389
N -2.18164 2.98417 -2.20405
N -1.18829 2.15851 -1.76051
H 1.96614 3.01236 -1.76928
C 7.81899 2.43721 -1.56537
C 6.88027 1.97516 -0.48354
C 6.45163 0.65221 -0.42857
C 5.60029 0.21664 0.56852
C 5.14831 1.10149 1.54038
N 4.24630 0.61107 2.52072
C 4.30190 0.96318 3.83591
O 5.05497 1.79484 4.30126
N 3.52613 0.20104 4.71802
C 2.36057 -0.54875 4.56052
C 1.95865 -1.37173 5.61266
C 0.80404 -2.11710 5.49108
C 0.08457 -2.03871 4.30708
N 0.44928 -1.25204 3.30186
C 1.54790 -0.51210 3.42708
C 5.55702 2.42578 1.50047
C 6.41566 2.84565 0.49374
H 7.42719 2.20168 -2.55645
H 8.79263 1.95113 -1.47588
H 7.97800 3.51393 -1.51379
H 6.78687 -0.05206 -1.18182
H 5.25642 -0.81026 0.58206
H 3.75899 -0.23343 2.26075
H 3.78517 0.41916 5.66720
H 2.55791 -1.42035 6.51432
H 0.47470 -2.76223 6.29422
H -0.81594 -2.62658 4.16262
H 1.78631 0.12793 2.58895
H 5.21560 3.12184 2.25048
H 6.72825 3.88347 0.47365
N -1.97954 0.97560 0.66886
C -2.30870 1.61338 1.84715
C -2.14276 0.95690 3.06351
C -2.45393 1.63019 4.23191
C -2.92305 2.93733 4.18441
C -3.07845 3.58555 2.96480
C -2.77109 2.92824 1.78651
H -1.74399 -0.05017 3.07555
H -2.32297 1.13466 5.18470
H -3.16136 3.45661 5.10315
H -3.43411 4.60652 2.93242
H -2.86997 3.41241 0.82223
*
```

Its energy relative to the best compared isomer or geometry (same formula, charge and spin) is 4.5 kcal per mole. Its HOMO-LUMO gap is 7.001 eV. As for the lowest unoccupied orbital energy: -0.0334 hartree.

These are the Löwdin partial charges, in e, on atoms 1 to 6: 1.5777 -0.0261 -0.1035 -0.0903 0.0277 -0.0370



Formula: C9H15IN4RuS2
Source: OMol25
Level of theory: ωB97M-V/def2-TZVPD

Geometry as ORCA input:
```
! wB97M-V def2-TZVPD RIJCOSX def2/J DEFGRID3
* xyz 2 5
C -2.06284 0.65932 -3.36982
C -2.07411 -0.78939 -3.28389
H -2.96616 1.26037 -3.35652
H -1.47888 1.12522 -4.11568
H -1.50924 0.94562 -2.42313
H -1.75180 -0.85768 -2.23276
H -3.03268 -1.25899 -3.29299
H -1.36110 -1.39689 -3.85302
Ru 0.23714 0.02351 0.14279
C 1.50334 0.12445 -1.41363
H 2.06604 -0.81693 -1.51306
H 2.16817 0.96515 -1.15327
H 0.93761 0.35075 -2.32791
I -2.39510 -0.04444 0.72213
N -0.57643 3.19282 0.48342
C 0.06260 2.60519 1.50341
N 0.58753 1.34153 1.40741
C 1.00359 0.70306 2.58962
C 0.99513 1.66980 3.56710
S 0.38174 3.17784 3.06201
C 1.23859 -0.69750 2.48542
C 1.57172 -1.74727 3.32713
S 1.49863 -3.28867 2.57621
C 1.00447 -2.62315 1.08573
N 0.98629 -1.26703 1.23398
N 0.62690 -3.19162 -0.06191
H -0.87121 4.15722 0.58007
H -0.99780 2.62244 -0.24311
H 1.35563 1.50970 4.56073
H 1.85553 -1.61610 4.33840
H 0.73819 -4.20787 -0.20582
H 0.25850 -2.63044 -0.81905
*
```

Its energy relative to the best compared isomer or geometry (same formula, charge and spin) is 43.4 kcal per mole. Its HOMO-LUMO gap (spin up / spin down) is 5.928 / 4.108 eV. As for the lowest unoccupied orbital energy (spin up / spin down): -0.2940 / -0.4045 hartree.

These are the natural (NBO) partial charges, in e, on atoms 1 to 6: -0.5922 -0.6232 0.2351 0.2218 0.1342 0.1732